Here is C18H19N3O2RbSTe as an isolated structure from the Open Molecules 2025 dataset. Energies are from ωB97M-V with the def2-TZVPD basis set.

Summary:
- Relative energy (zero: lowest compared OMol25 entry of this formula, charge and spin): 1.13 kJ/mol
- Electronic energy: -46324.127 eV
- Lowest unoccupied orbital energy: 2.117 eV
- 2S+1: 1
- HOMO level: -3.56 eV
- Charge: -1

Atoms and positions in Å:
Rb 1.3046 -0.1293 -1.4474
N 0.5626 0.3032 1.3757
C 0.0686 -0.7210 2.1719
C 0.8158 -1.1950 3.2520
C 0.3514 -2.2381 4.0372
C -0.8766 -2.8200 3.7626
C -1.6178 -2.3482 2.6857
C -1.1683 -1.3171 1.8699
C -2.0041 -0.8783 0.7048
C -3.2579 -0.3327 1.0020
C -4.1476 -0.0037 -0.0162
C -3.7711 -0.2573 -1.3286
C -2.5025 -0.7764 -1.5936
C -1.5309 -1.0888 -0.6199
H 1.3355 0.8620 1.7111
H -0.1370 0.8490 0.8980
H 1.7687 -0.7264 3.4744
H 0.9513 -2.5885 4.8687
H -1.2518 -3.6336 4.3708
H -2.5732 -2.8019 2.4459
H -3.5414 -0.1694 2.0383
H -5.1192 0.4177 0.2162
H -4.4613 -0.0476 -2.1424
H -2.2549 -0.9359 -2.6461
C -1.7375 1.0919 -5.6149
O -2.1620 1.7131 -4.4051
C -1.2483 1.6719 -3.4057
O -0.1469 1.1898 -3.5301
N -1.7695 2.2899 -2.3104
N -1.1375 2.0803 -1.0780
H -2.5584 1.2207 -6.3149
H -1.5412 0.0324 -5.4544
H -0.8343 1.5651 -5.9970
H -2.7804 2.3073 -2.3065
H -1.6393 1.3479 -0.5762
H -1.1539 2.9468 -0.5577
Te 3.3944 2.4617 0.0194
C 4.9669 1.2137 0.6767
C 4.9098 0.1103 1.4876
C 6.1745 -0.5068 1.7112
C 7.1916 0.1262 1.0663
S 6.5955 1.4836 0.1929
H 3.9813 -0.2472 1.9121
H 6.3145 -1.3870 2.3254
H 8.2381 -0.1340 1.0684